{
  "formula": "C15H10AsOReS10",
  "method": "ωB97M-V with the def2-TZVPD basis set",
  "lumo_ha": [-0.3298, -0.3298],
  "charge": 2,
  "de_lowest_kcal_mol": 7.43,
  "gap_ha": [0.1809, 0.1809],
  "energy_ev": -189069.1835,
  "species": ["Re", "S", "C", "S", "C", "C", "S", "S", "S", "S", "As", "S", "S", "S", "O", "S", "C", "C", "C", "C", "C", "C", "C", "C", "C", "C", "C", "C", "H", "H", "H", "H", "H", "H", "H", "H", "H", "H"],
  "xyz": [[0.82, -0.57, -2.20], [7.66, -2.41, -3.40], [6.16, -1.90, -3.18], [5.67, -0.58, -2.12], [3.97, -0.69, -2.41], [3.55, -1.69, -3.33], [1.90, -1.86, -3.76], [4.76, -2.67, -3.99], [2.81, 0.33, -1.77], [-4.61, -1.60, -4.58], [-3.28, -0.12, -4.70], [-0.26, 0.94, -3.31], [-1.80, -0.44, -2.95], [-2.88, 1.62, -5.57], [0.15, -0.70, -0.35], [0.22, 0.55, 0.66], [0.40, -0.21, 2.23], [-0.31, -1.36, 2.59], [-0.13, -1.86, 3.87], [0.73, -1.21, 4.76], [1.43, -0.08, 4.38], [1.28, 0.43, 3.10], [-1.42, 1.19, 0.59], [-2.54, 0.38, 0.48], [-3.79, 0.98, 0.47], [-3.90, 2.36, 0.58], [-2.77, 3.16, 0.68], [-1.51, 2.58, 0.68], [-0.97, -1.85, 1.90], [-0.65, -2.75, 4.18], [0.86, -1.61, 5.76], [2.10, 0.41, 5.08], [1.83, 1.31, 2.78], [-2.44, -0.69, 0.39], [-4.68, 0.37, 0.39], [-4.88, 2.82, 0.58], [-2.87, 4.23, 0.76], [-0.62, 3.19, 0.75]]
}